{"formula": "C41H44ClN2P2PmS", "method": "ωB97M-V with the def2-TZVPD basis set", "orbital_gap_ev": [6.4, 6.5], "homo_ev": [-12.95, -12.86], "total_energy_ev": -104679.575, "spin_multiplicity": 5, "s_squared": 6.0203, "charge": 2, "species": ["Pm", "Cl", "P", "P", "C", "C", "C", "C", "C", "C", "C", "C", "C", "C", "C", "H", "H", "H", "H", "H", "C", "C", "C", "C", "C", "H", "H", "H", "H", "H", "C", "C", "C", "C", "C", "H", "H", "H", "H", "H", "C", "C", "C", "C", "C", "H", "H", "H", "H", "H", "C", "C", "C", "C", "C", "H", "H", "H", "H", "H", "C", "C", "C", "C", "C", "H", "H", "H", "H", "H", "H", "H", "C", "N", "C", "C", "S", "N", "C", "C", "H", "H", "H", "H", "H", "H", "H", "H", "H", "H", "H", "H"], "xyz": [[0.000000, 0.000000, 0.000000], [0.324500, -0.055600, -2.361000], [-0.029800, 2.317300, -0.187200], [-0.050400, -2.323500, -0.080300], [0.082400, 3.271100, 1.369300], [-1.542700, 3.010200, -0.952100], [1.351800, 2.967500, -1.186400], [1.526600, -3.176100, -0.451600], [-0.594700, -3.177200, 1.442500], [-1.224900, -2.912000, -1.347600], [1.173000, 4.096700, 1.663700], [1.220800, 4.790900, 2.873900], [0.181700, 4.668400, 3.794800], [-0.909600, 3.845600, 3.505400], [-0.958200, 3.148600, 2.302500], [1.980800, 4.201400, 0.946500], [2.071600, 5.430300, 3.092500], [0.220600, 5.209600, 4.735800], [-1.720000, 3.741400, 4.221100], [-1.806200, 2.505900, 2.082700], [2.637600, 2.480800, -0.913900], [3.735800, 2.974000, -1.614000], [3.556200, 3.944700, -2.601600], [2.276200, 4.422300, -2.884600], [1.175300, 3.937900, -2.177900], [2.759300, 1.703500, -0.163300], [4.729400, 2.590900, -1.399500], [4.411100, 4.320500, -3.156700], [2.131900, 5.169100, -3.660200], [0.179400, 4.304700, -2.406300], [-1.973700, 4.310600, -0.649400], [-3.117800, 4.830400, -1.253000], [-3.841600, 4.057500, -2.161900], [-3.417100, 2.763200, -2.465900], [-2.275200, 2.237400, -1.863400], [-1.419800, 4.911500, 0.065600], [-3.444700, 5.837600, -1.009300], [-4.735500, 4.462400, -2.628600], [-3.978200, 2.157500, -3.172200], [-1.936000, 1.234100, -2.101900], [-1.788400, -3.904100, 1.507500], [-2.170800, -4.519600, 2.700700], [-1.364600, -4.416700, 3.833200], [-0.171000, -3.693300, 3.773000], [0.210600, -3.074400, 2.586800], [-2.415600, -3.992800, 0.626300], [-3.099500, -5.082100, 2.740800], [-1.664100, -4.895800, 4.760900], [0.458900, -3.604900, 4.653300], [1.136500, -2.507400, 2.545200], [2.520100, -2.510700, -1.182400], [3.715300, -3.160200, -1.488000], [3.932900, -4.471800, -1.063500], [2.948800, -5.137600, -0.331300], [1.750800, -4.493900, -0.025000], [2.341800, -1.493200, -1.515900], [4.480100, -2.637800, -2.056000], [4.867700, -4.973300, -1.298600], [3.114000, -6.156900, 0.006400], [0.992400, -5.011600, 0.554600], [-0.997100, -4.055700, -2.119200], [-1.944900, -4.464400, -3.057800], [-3.123900, -3.738100, -3.226200], [-3.354600, -2.595200, -2.457500], [-2.406300, -2.178700, -1.527000], [-0.076000, -4.617200, -1.997300], [-1.758000, -5.347900, -3.661900], [-3.857400, -4.056100, -3.961900], [-4.267000, -2.021000, -2.592600], [-2.558600, -1.274400, -0.942200], [3.201000, -0.056600, -3.827600], [2.597000, -0.067700, -4.260900], [-2.484400, -0.442600, 3.461100], [-1.289000, -0.225600, 4.280100], [-1.486100, -0.246400, 5.717800], [0.000000, 0.000000, 3.620000], [0.000000, 0.000000, 2.000000], [1.292400, 0.244500, 4.277500], [1.587700, 0.260200, 5.707100], [2.465900, 0.506200, 3.442300], [-3.404600, -0.603400, 4.060700], [-2.353000, -1.342600, 2.827600], [-2.671100, 0.438800, 2.815200], [-0.935400, -1.102500, 6.159600], [-1.213200, 0.739100, 6.150300], [-2.546100, -0.409300, 6.003500], [2.361900, -0.506000, 5.927800], [1.989700, 1.257400, 5.987600], [0.781800, 0.058100, 6.394600], [2.665400, -0.363200, 2.780000], [2.300500, 1.416700, 2.827600], [3.385800, 0.677400, 4.044500]], "atomic_forces_ev_per_a": [[0.2, 0.1, -12.1], [0.4, -0.1, -2.5], [-0.5, 9.7, -1.0], [-0.1, -9.7, -0.4], [0.1, 0.4, 0.4], [-0.3, 0.1, -0.1], [0.3, 0.1, -0.1], [0.4, -0.1, 0.0], [-0.3, -0.3, 0.3], [-0.3, 0.0, -0.2], [-0.2, -0.1, 0.0], [-0.2, -0.1, 0.1], [0.1, -0.1, -0.2], [0.1, -0.1, -0.1], [0.3, 0.2, 0.1], [-0.1, 0.1, 0.1], [-0.1, -0.1, 0.0], [0.0, -0.1, -0.2], [0.1, 0.1, -0.1], [0.0, 0.1, 0.0], [-0.3, 0.2, -0.4], [-0.1, -0.1, 0.0], [-0.2, -0.1, 0.1], [0.1, -0.2, 0.2], [0.1, -0.1, 0.1], [0.2, 0.0, 0.1], [-0.1, 0.1, 0.0], [-0.1, -0.1, 0.1], [0.0, -0.1, 0.1], [0.1, 0.0, 0.0], [-0.2, -0.1, -0.1], [0.2, -0.2, 0.0], [0.2, -0.2, 0.1], [0.0, 0.1, 0.1], [0.0, 0.2, 0.3], [-0.1, 0.0, -0.1], [0.1, -0.2, -0.1], [0.2, -0.1, 0.1], [0.1, 0.1, 0.1], [-0.1, 0.1, -0.2], [0.2, 0.1, 0.1], [0.1, 0.1, 0.1], [-0.1, 0.1, -0.2], [0.0, 0.1, -0.2], [-0.4, -0.3, 0.1], [0.1, 0.0, 0.1], [0.2, 0.1, 0.0], [0.1, 0.0, -0.1], [0.0, -0.1, -0.1], [0.0, -0.2, 0.0], [0.0, -0.2, 0.2], [0.0, -0.1, 0.1], [-0.2, 0.2, 0.0], [-0.1, 0.2, 0.0], [0.2, 0.1, 0.0], [0.2, -0.1, -0.2], [-0.1, -0.1, 0.1], [-0.2, 0.1, 0.0], [0.0, 0.2, -0.1], [0.1, 0.0, -0.1], [-0.1, 0.2, 0.0], [0.0, 0.2, 0.1], [0.2, 0.1, 0.2], [0.0, 0.1, 0.0], [0.3, -0.5, -0.3], [-0.1, 0.0, 0.0], [0.0, 0.1, 0.1], [0.1, 0.1, 0.1], [0.1, -0.1, 0.0], [-0.3, 0.1, 0.0], [0.0, 0.0, -0.1], [0.1, 0.0, 0.0], [-0.4, -0.2, -1.1], [3.5, 0.7, -1.7], [0.1, 0.0, 1.1], [0.1, 0.1, 8.2], [-0.1, 0.2, 10.8], [-4.3, -0.9, -1.3], [0.9, 0.2, 0.8], [0.4, 0.1, -0.9], [1.0, 0.2, 0.0], [-0.1, 0.4, 0.2], [0.1, -0.5, 0.3], [-0.2, 0.7, 0.0], [0.1, -0.7, 0.0], [0.6, 0.1, -0.7], [-0.3, 0.5, -0.3], [-0.1, -0.6, -0.3], [-0.3, 0.0, -0.4], [0.0, 0.5, 0.3], [0.1, -0.5, 0.3], [-1.0, -0.2, -0.1]]}

=====

{"formula": "C5H12N2O", "method": "ωB97M-V with the def2-TZVPD basis set", "smiles": "CCN(/C=N\\C)OC", "orbital_gap_ev": 9.9, "homo_ev": -8.99, "total_energy_ev": -10400.925, "spin_multiplicity": 1, "species": ["C", "C", "C", "C", "C", "H", "H", "H", "H", "H", "H", "H", "H", "H", "H", "H", "H", "N", "N", "O"], "xyz": [[1.120260, -1.422535, -1.129881], [0.207907, -0.243583, -1.527569], [-0.688651, 2.619450, -0.103398], [-0.833111, -0.674062, 0.606370], [1.217398, -1.123861, 1.726994], [0.388288, -2.229454, -0.688320], [1.832539, -1.934212, -2.028811], [1.871011, -1.109538, -0.232572], [-0.768199, -0.461335, -2.195898], [0.716579, 0.545355, -2.087036], [-1.107639, 2.821786, 1.091106], [0.444543, 2.566330, -0.324658], [-0.874126, 3.586021, -0.873784], [-1.885418, -0.827937, 0.639245], [1.651944, -0.169599, 1.254122], [1.702720, -1.000530, 2.829921], [1.485225, -2.060815, 1.098151], [-0.190298, 0.397654, -0.288673], [-0.195713, -1.136372, 1.624185], [-1.112274, 1.314062, -0.658144]], "atomic_forces_ev_per_a": [[1.7, -1.8, -0.4], [-0.4, -0.2, -1.6], [0.9, 1.6, -0.6], [2.8, 2.1, 2.4], [2.3, 1.5, 0.9], [1.8, 1.1, -1.0], [-2.3, 1.6, 2.4], [-1.9, -0.6, -3.2], [2.1, -0.1, 1.5], [0.3, -0.2, -0.1], [1.5, -0.6, -3.7], [-1.5, 0.2, 1.7], [-0.7, -2.8, 2.1], [-0.9, 0.2, -0.7], [-0.4, -1.4, 0.2], [-1.7, -1.2, -2.3], [0.4, 1.4, 2.0], [-0.1, -3.6, 1.0], [-1.8, -0.4, -1.1], [-1.9, 3.4, 0.5]]}

=====

{"formula": "C4H12N2O", "method": "ωB97M-V with the def2-TZVPD basis set", "smiles": "CC(C)N(C)ON", "orbital_gap_ev": 8.1, "homo_ev": -7.68, "total_energy_ev": -9363.519, "spin_multiplicity": 1, "species": ["C", "N", "O", "H", "H", "H", "H", "H", "C", "C", "C", "N", "H", "H", "H", "H", "H", "H", "H"], "xyz": [[-1.545681, -0.027263, 0.950320], [-0.490110, -2.309363, -1.158610], [0.234164, -1.384608, -0.476798], [-0.332044, -2.246958, -2.159422], [-0.236506, -3.224636, -0.792523], [-1.539004, -1.084497, 1.197579], [-2.244335, 0.197104, 0.147193], [-1.774617, 0.546528, 1.846987], [0.729401, 1.027357, -1.800081], [0.952039, 0.535149, 1.794059], [0.080492, 0.803305, 0.578774], [0.560099, 0.276210, -0.594813], [-0.289518, 1.829286, 0.487682], [0.745343, 0.354458, -2.662238], [1.684725, 1.563998, -1.765334], [-0.064810, 1.776624, -1.918090], [1.117791, -0.535675, 1.936882], [1.935856, 1.000668, 1.681078], [0.476719, 0.902311, 2.707358]], "atomic_forces_ev_per_a": [[2.2, 2.3, 0.2], [-3.2, 0.1, -2.3], [3.8, 2.7, 2.2], [0.4, -0.4, 0.0], [0.5, 0.4, 0.0], [0.6, 0.1, -0.3], [0.1, 0.0, 0.0], [-0.5, -0.1, 0.0], [-0.8, -0.4, -0.3], [0.1, 0.1, 0.1], [-4.3, -2.5, 2.0], [0.9, -2.6, -0.9], [0.4, 0.1, -0.2], [0.0, 0.2, 0.1], [0.0, -0.2, 0.1], [-0.1, -0.1, -0.3], [-0.1, 0.1, -0.3], [-0.1, 0.1, 0.0], [0.1, 0.1, -0.1]]}